1.
11
Properties=species:S:1:pos:R:3:forces:R:3 method="wB97M-V/def2-TZVPD" de_lowest_kcal_mol=140.5 homo_lumo_gap_ev="6.750 / 8.381"
C 0.373991 0.017508 -1.195564 0.8 0.3 -2.2
O 0.822077 0.083744 -2.314273 -0.3 -0.8 1.5
O -0.288480 0.988780 -0.627031 -0.5 -0.9 0.7
Si 1.060997 -2.618357 0.882948 -0.5 3.4 1.0
Si -0.648827 2.608376 -0.784462 -1.5 -0.5 0.5
H 2.503564 -2.482881 0.861903 0.4 0.0 0.3
H 0.193293 -2.177390 2.059400 0.9 -0.2 -0.5
H 0.546969 -3.741618 0.333670 -0.9 -2.5 -1.2
H -0.182662 2.906674 0.551971 -0.5 0.7 0.6
H -2.114452 2.832630 -1.244076 1.1 -0.3 0.7
H 0.146688 3.356723 -1.646324 1.1 0.7 -1.4


2.
9
Properties=species:S:1:pos:R:3:forces:R:3 method="wB97M-V/def2-TZVPD" de_lowest_kcal_mol=109.8 homo_lumo_gap_ev=9.184
C 2.011006 -0.578871 0.867824 -0.3 0.1 -0.2
C 1.069703 -0.139503 0.265055 0.7 -0.1 0.4
C -0.063106 0.386638 -0.466440 0.3 -0.1 -0.9
C -2.218866 0.090669 0.339316 -1.2 0.8 0.5
O -1.126393 0.770063 0.428594 0.0 -1.0 0.0
H 2.842823 -0.964214 1.412579 -0.1 0.0 -0.1
H 0.192238 1.260145 -1.057277 0.2 0.1 0.0
H -0.456895 -0.395775 -1.137237 0.2 0.4 0.1
H -2.250513 -0.429152 -0.652418 0.4 -0.3 0.2


3.
167
Properties=species:S:1:pos:R:3:forces:R:3 method="wB97M-V/def2-TZVPD" homo_lumo_gap_ev=9.041
C 0.423467 -2.720509 -0.198725 0.5 0.2 0.6
C 0.642943 -1.315391 -0.784402 -0.8 -1.6 -0.4
C 1.008609 -0.312355 0.326002 -0.1 -0.6 0.1
O -0.033322 -0.183216 1.325579 0.7 0.5 -0.3
C 0.352161 0.775140 2.324484 -0.8 0.2 -0.2
N 1.646579 -1.411038 -1.874561 0.1 1.4 1.0
H -0.413505 -2.686133 0.498691 0.0 -0.4 0.0
H 1.320853 -3.042414 0.329630 0.2 0.1 0.4
H 0.339312 -3.501401 -0.954521 -0.6 0.3 -0.2
H -0.346402 -1.088874 -1.181883 0.1 0.7 -0.4
H 1.274090 0.668081 -0.069437 -0.1 0.1 -0.2
H 1.879321 -0.736141 0.826370 0.4 0.1 0.1
H 0.971343 1.570714 1.910025 0.5 -0.3 0.0
H 0.756678 0.339123 3.237912 0.6 -0.4 -0.3
H -0.511461 1.324137 2.699784 -0.5 -0.3 -0.3
H 1.454325 -2.128024 -2.559449 -0.4 -0.1 0.2
H 2.507116 -1.681330 -1.420139 0.4 0.0 -0.2
C -4.397440 -7.656664 2.969789 0.3 0.6 1.8
C -4.202916 -8.926681 3.803370 -2.2 1.1 0.4
C -5.528378 -9.663194 4.157846 -0.7 1.6 1.3
O -6.424723 -8.838026 4.938671 -0.1 1.1 -0.5
C -7.660221 -8.517706 4.346795 -0.4 -1.0 -0.4
N -3.322706 -9.763566 3.154705 1.8 -3.0 -0.9
H -4.592536 -6.949422 3.775917 -1.0 0.7 -0.6
H -5.144434 -7.685637 2.176539 -0.1 -0.1 0.3
H -3.453873 -7.274194 2.580562 0.1 -0.5 -0.2
H -3.738217 -8.735688 4.770689 -0.1 0.8 0.0
H -5.401170 -10.401580 4.949485 0.8 -1.0 -0.9
H -6.068322 -9.995957 3.271369 0.2 -0.4 -0.1
H -7.658206 -7.981171 3.398001 0.7 0.9 0.2
H -8.311987 -8.054219 5.087393 0.3 0.2 -0.1
H -8.147383 -9.429240 4.000566 -0.3 -0.6 0.4
H -3.796969 -10.293011 2.437158 -0.1 0.2 -0.8
H -3.162175 -10.508712 3.817330 0.8 -0.4 0.2
C -4.408675 -1.543237 4.827424 -1.0 -0.4 -1.1
C -5.377251 -1.358527 3.619888 1.4 -0.3 -0.5
C -6.853547 -1.587611 3.993947 0.1 -0.3 -1.2
O -7.146836 -2.970124 4.342833 0.4 1.5 1.3
C -7.345811 -3.095181 5.763394 0.3 -1.1 -0.4
N -5.072338 -0.090493 2.963181 -1.4 0.5 0.3
H -4.524281 -2.569708 5.175425 0.1 0.2 0.6
H -4.726602 -0.757802 5.513067 0.1 -0.3 0.6
H -3.360479 -1.361734 4.589828 -0.1 -0.1 -0.3
H -5.150418 -1.982040 2.755083 -0.1 -1.2 0.6
H -7.448299 -1.392366 3.101622 0.1 0.1 -0.1
H -7.177202 -0.837563 4.715601 -0.1 -0.3 0.6
H -7.326030 -4.151153 6.032910 -0.2 -0.3 -0.4
H -8.321109 -2.728085 6.082974 0.1 0.4 0.0
H -6.513977 -2.720117 6.359613 -0.1 0.7 -0.1
H -4.259015 -0.211393 2.376672 0.1 0.4 0.3
H -4.959714 0.624491 3.667595 0.4 0.4 -0.3
C 1.433302 0.246950 -9.854009 -0.2 -0.2 0.1
C 1.989496 -0.905852 -9.041213 0.7 -0.1 0.7
C 2.897286 -1.852050 -9.798525 -1.7 -0.3 -0.1
O 3.094453 -2.971514 -8.894407 -0.2 0.8 -1.1
C 4.307019 -3.620709 -9.074156 1.1 -0.5 0.6
N 2.814912 -0.502964 -7.916889 0.0 0.9 0.6
H 0.815221 0.910588 -9.249314 -0.1 -0.2 0.2
H 0.776494 -0.258191 -10.562191 0.0 0.5 -0.5
H 2.150957 0.921784 -10.320564 0.3 -0.4 -0.2
H 1.137293 -1.516182 -8.742307 -0.3 -0.1 0.2
H 3.751289 -1.269306 -10.143771 0.7 -0.5 0.4
H 2.333441 -2.183859 -10.670364 0.2 -0.3 -0.3
H 4.452469 -4.391137 -8.316942 -0.4 0.1 0.4
H 5.101332 -2.892021 -8.912351 0.4 -0.1 -0.4
H 4.449077 -4.199521 -9.986789 -0.3 0.5 -0.6
H 2.281206 -0.172350 -7.125714 -0.2 0.2 0.0
H 3.358213 -1.279700 -7.568164 -0.1 -0.2 -0.1
C 4.251691 6.080754 1.956819 -0.9 -0.5 -0.2
C 3.438079 7.277311 1.403120 0.2 0.8 1.6
C 3.442834 7.503350 -0.093449 1.9 -1.1 0.7
O 3.346369 8.850502 -0.476764 -0.6 0.1 0.2
C 2.022143 9.337418 -0.554635 0.0 0.0 -1.2
N 2.047536 7.316747 1.874409 -0.6 -0.2 -0.2
H 4.091029 5.948338 3.026749 -0.2 0.3 0.1
H 5.335953 6.119904 1.852174 -0.1 0.4 -0.4
H 3.905825 5.140287 1.527882 0.0 -0.1 -0.2
H 3.948912 8.156816 1.795056 0.3 0.3 0.1
H 2.787379 6.766693 -0.558024 -0.5 0.4 -0.5
H 4.469974 7.219856 -0.323023 0.1 0.0 -0.7
H 1.506241 9.477745 0.395230 0.1 0.1 0.0
H 1.464333 8.680195 -1.221730 -0.5 -0.3 0.3
H 2.032610 10.275080 -1.110315 0.3 0.2 0.4
H 1.878715 7.308778 2.870169 0.6 -0.4 0.3
H 1.681117 8.220614 1.612005 -0.2 -0.1 -0.2
C 3.143547 9.364993 7.168780 0.3 -1.8 -2.1
C 1.707875 9.830422 7.198248 0.2 -0.8 0.2
C 0.748262 8.723420 7.679937 -0.7 -0.1 -0.4
O 0.558059 7.742628 6.650215 0.3 -1.3 0.4
C 0.901875 6.358931 6.977342 0.4 1.2 -0.3
N 1.699534 10.972135 8.033784 -1.2 1.7 1.6
H 3.331621 8.892183 6.204835 0.1 -0.2 -0.3
H 3.304736 8.521875 7.840546 0.3 0.5 0.6
H 3.899087 10.149618 7.209126 -0.2 0.0 0.5
H 1.297717 10.160778 6.243931 0.4 -0.3 -0.4
H -0.248530 9.123452 7.865624 0.0 0.5 0.0
H 1.012849 8.249833 8.625350 0.6 0.0 0.1
H 0.566139 6.006751 7.952718 -0.3 0.4 0.1
H 1.987146 6.260626 6.952556 0.2 -0.1 0.0
H 0.493032 5.692430 6.217919 -0.2 0.3 -0.1
H 2.488913 11.562802 7.814503 -0.1 0.2 -0.1
H 1.845404 10.718408 9.000449 -0.1 -0.1 0.3
C 8.613871 6.460827 -1.625025 -1.0 -0.3 0.0
C 8.622974 4.930146 -1.628021 1.1 0.3 1.4
O 7.306960 4.357168 -1.533733 0.1 0.5 0.4
C 6.736665 4.027863 -2.648785 -0.4 -0.6 -5.4
O 7.327024 3.810518 -3.747558 -1.9 0.6 3.6
O 5.373868 4.035015 -2.509024 1.1 -0.1 1.1
C 4.504739 3.788977 -3.610766 0.2 0.0 -0.7
H 7.904041 6.898246 -2.327104 0.0 -0.1 -0.1
H 9.587535 6.920965 -1.793391 0.1 -0.3 0.1
H 8.269953 6.672463 -0.612590 0.0 0.7 -0.1
H 8.964794 4.734063 -0.611747 0.6 -0.6 -0.3
H 9.306001 4.469382 -2.341650 -0.7 -0.2 -0.2
H 3.820731 4.629240 -3.729898 0.5 0.4 0.0
H 3.813687 2.960844 -3.453461 0.6 -0.4 0.4
H 5.120318 3.619836 -4.494259 -0.3 0.1 -0.1
C 1.286924 -8.277842 -5.053176 0.2 -0.4 0.3
C 1.779857 -9.528857 -5.810117 -0.5 0.8 1.0
O 0.663791 -10.419410 -6.077782 0.2 1.3 -2.0
C 0.354963 -11.461719 -5.367474 0.7 -0.9 3.4
O 0.864795 -11.765634 -4.277010 -0.7 0.4 -2.2
O -0.664138 -12.113294 -5.935732 0.5 0.5 -0.4
C -1.045918 -13.374572 -5.374483 0.5 0.2 -0.3
H 0.649394 -8.598130 -4.229121 0.0 0.3 0.0
H 0.799726 -7.540391 -5.691062 -0.5 -0.5 -0.2
H 2.121668 -7.696650 -4.661365 0.3 -0.4 0.2
H 2.533914 -10.096870 -5.265272 0.0 0.2 0.0
H 2.179932 -9.091423 -6.724820 -0.1 -1.1 -0.5
H -1.861592 -13.191683 -4.674962 0.1 -0.4 0.0
H -0.175362 -13.839257 -4.911563 -0.2 0.1 0.3
H -1.322399 -13.970884 -6.243994 -0.4 0.0 0.3
C -5.343095 0.081838 -3.005983 0.6 0.6 0.5
C -4.948135 1.569181 -3.240093 0.5 -2.0 -0.4
O -5.978848 2.200100 -3.935447 -1.7 1.3 -3.2
C -5.896989 2.284690 -5.356606 2.4 0.6 0.6
O -4.995764 1.803816 -6.029451 -1.7 0.2 1.1
O -6.794737 3.174100 -5.775315 -1.1 0.5 0.8
C -7.062397 3.616359 -7.143262 0.6 -1.8 0.0
H -6.154136 0.113209 -2.278432 -0.2 -0.3 -0.2
H -4.528239 -0.469226 -2.536475 0.2 0.1 0.1
H -5.604976 -0.505891 -3.885808 -0.2 0.5 -0.2
H -4.031553 1.690639 -3.817355 0.2 -0.2 0.2
H -4.858215 2.031932 -2.257309 0.0 0.3 -0.2
H -6.138375 3.635848 -7.721098 0.0 0.3 0.2
H -7.635943 4.542693 -7.175574 0.5 0.0 0.7
H -7.698994 2.862581 -7.606587 0.0 -0.1 0.0
C 1.862188 -2.961831 5.697638 0.5 0.4 -0.3
Cl 3.297851 -3.908053 6.065529 0.5 -0.2 0.1
Cl 0.683816 -3.107070 6.983212 -0.5 -0.1 0.0
H 2.143164 -1.909316 5.660908 0.0 -0.2 -0.2
H 1.545511 -3.324168 4.719610 -0.6 0.2 0.4
C 7.584798 -2.731889 -2.688758 -0.3 -0.3 0.8
Cl 6.711946 -1.994539 -1.305312 0.2 0.7 -0.3
Cl 6.744219 -2.521408 -4.230163 0.1 -0.2 0.3
H 8.597787 -2.346242 -2.803859 -0.3 0.1 0.3
H 7.562496 -3.745317 -2.288058 0.3 -0.2 -1.1
C -1.895296 5.133961 0.077508 0.7 1.3 -0.1
Cl -3.584684 5.252592 0.619789 0.4 -0.6 -0.4
Cl -1.624999 5.163806 -1.731601 -0.4 -0.2 1.3
H -1.464350 6.048389 0.485204 0.1 0.0 -0.5
H -1.293077 4.344895 0.527833 -0.8 -0.5 -0.3
C -2.601690 1.107649 9.143490 -1.2 0.9 0.3
Cl -0.978862 0.939227 9.623315 1.8 -0.3 0.3
Cl -2.779367 2.407241 7.895417 -0.1 -0.8 0.1
H -2.979760 0.120114 8.879041 -0.2 0.5 -0.5
H -3.120340 1.512455 10.012527 -0.2 -0.3 -0.3


no.,strongest force on any atom (eV/Å)
1,3.6
2,1.6
3,5.4